Record 1
Density functional theory data (wB97M-V/def2-TZVPD) for a single C6H9NO molecule in a non-equilibrium geometry.

```
! RIJCOSX wB97M-V def2-TZVPD def2/J DEFGRID3
* xyz 0 1
H -0.345 1.940 1.435
H -2.443 -0.819 0.521
H -1.879 1.971 0.498
H 2.001 -1.980 0.237
H -1.579 -1.474 -0.887
H 3.103 1.772 -0.453
O -0.140 2.018 -0.675
H 0.335 -2.403 0.627
C 0.961 -1.783 -0.017
H 0.802 -2.100 -1.051
N 2.682 1.175 0.246
C -1.835 -0.560 -0.353
C 0.635 -0.318 0.169
C 1.638 0.596 0.139
C -0.820 1.664 0.477
C -0.658 0.237 0.084
H -2.458 0.064 -0.998
*
```

Output
HOMO level (alpha / beta) = -7.70 / -7.69 eV
Gap between HOMO and LUMO (alpha / beta) = 7.837 / 7.833 eV
LUMO (alpha / beta) = 0.14 / 0.14 eV
Max |F| = 1.11 eV/A

Partial charges, natural (NBO), in e: atom 1 (H): 0.146, atom 2 (H): 0.243, atom 3 (H): 0.149, atom 4 (H): 0.230, atom 5 (H): 0.221, atom 6 (H): 0.417, atom 7 (O): -0.710, atom 8 (H): 0.217, atom 9 (C): -0.602, atom 10 (H): 0.214, atom 11 (N): -0.615, atom 12 (C): -0.682, atom 13 (C): -0.357, atom 14 (C): 0.640, atom 15 (C): -0.113, atom 16 (C): 0.346, atom 17 (H): 0.256

Record 2
Density functional theory data (wB97M-V/def2-TZVPD) for 2 unconnected molecules or ions with the total composition C6H9NO.

```
! RIJCOSX wB97M-V def2-TZVPD def2/J DEFGRID3
* xyz 0 1
C -2.070 1.037 -1.940
H 1.182 1.399 -1.054
C -0.227 -0.759 2.165
H -0.377 0.290 2.342
H 2.040 -1.946 -0.719
C -2.041 0.406 -0.925
H 2.020 -0.609 -1.717
H 0.528 -2.277 0.947
N 1.495 -1.165 -1.056
C 0.395 -1.207 1.083
H -2.010 -0.132 -0.026
O 0.124 1.738 0.719
C 0.773 0.915 -0.174
H -0.054 2.582 0.298
H -2.102 1.577 -2.840
H -0.582 -1.439 2.923
C 0.905 -0.410 -0.025
*
```

Output
Structure (SMILES) = C=C/C(N)=C\O.C#C
HOMO level = -7.43 eV
Gap between HOMO and LUMO = 8.256 eV
LUMO = 0.83 eV
Max |F| = 0.79 eV/A

Partial charges, natural (NBO), in e: atom 1 (C): -0.258, atom 2 (H): 0.160, atom 3 (C): -0.382, atom 4 (H): 0.218, atom 5 (H): 0.367, atom 6 (C): -0.212, atom 7 (H): 0.369, atom 8 (H): 0.201, atom 9 (N): -0.804, atom 10 (C): -0.228, atom 11 (H): 0.237, atom 12 (O): -0.695, atom 13 (C): 0.089, atom 14 (H): 0.487, atom 15 (H): 0.225, atom 16 (H): 0.196, atom 17 (C): 0.030

Record 3
Density functional theory data (wB97M-V/def2-TZVPD) for a molecular structure, C6H9NO in a non-equilibrium geometry.

```
! RIJCOSX wB97M-V def2-TZVPD def2/J DEFGRID3
* xyz 0 1
H -1.219 -0.985 -1.552
N -1.381 -0.202 -0.926
H -0.628 1.277 1.625
H 2.740 0.033 0.691
H 0.606 -1.193 1.757
O 0.825 -1.333 -0.347
C -1.214 1.064 0.672
C 0.855 0.050 -0.097
H 2.125 1.810 0.312
C 0.163 -0.856 0.776
H -2.146 1.651 0.497
H 2.718 0.759 -0.866
H -2.102 -1.129 0.885
C -0.403 0.838 -0.636
H -0.251 1.521 -1.546
C 2.171 0.730 0.055
C -1.369 -0.436 0.472
*
```

Output
HOMO level = -8.68 eV
Gap between HOMO and LUMO = 9.743 eV
LUMO = 1.06 eV
Max |F| = 2.87 eV/A

Partial charges, natural (NBO), in e: atom 1 (H): 0.376, atom 2 (N): -0.611, atom 3 (H): 0.204, atom 4 (H): 0.226, atom 5 (H): 0.192, atom 6 (O): -0.492, atom 7 (C): -0.389, atom 8 (C): 0.175, atom 9 (H): 0.227, atom 10 (C): 0.022, atom 11 (H): 0.231, atom 12 (H): 0.220, atom 13 (H): 0.202, atom 14 (C): -0.074, atom 15 (H): 0.207, atom 16 (C): -0.640, atom 17 (C): -0.077